2 unconnected molecules or ions with the total composition C8H18N2O, computed with the ωB97M-V functional and the def2-TZVPD basis.

## Properties
* HOMO energy (spin up / spin down): -17.2 / -17.2 eV
* spin multiplicity: 1
* total charge: +2
* frontier orbital gap (spin up / spin down): 0.32438 / 0.25914 Eh
* LUMO (spin up / spin down): -8.390 / -10.160 eV

Geometry as XYZ:
```
29
C8H18N2O, DFT the ωB97M-V functional and the def2-TZVPD basis
C -0.89 -0.32 0.14
C 0.82 -1.56 0.45
C 1.33 -0.02 0.56
C 3.69 -0.57 0.59
C 2.58 -0.05 -1.63
C -0.02 1.97 -0.04
C -4.46 0.27 -0.20
C 2.66 0.22 -0.18
N 0.14 0.55 0.02
N -5.65 -0.18 0.47
O -0.67 -1.54 0.28
H 1.25 -2.00 -0.43
H 1.12 -2.28 1.27
H 1.36 0.23 1.60
H 3.31 -1.45 1.15
H 4.30 -0.05 1.40
H 4.59 -1.04 0.02
H 3.58 -0.20 -2.17
H 2.08 0.81 -2.20
H 2.04 -1.01 -1.87
H 0.49 2.42 0.89
H -1.09 2.14 0.12
H 0.26 2.45 -1.05
H -4.61 1.01 -0.97
H -3.52 -0.28 -0.01
H 2.94 1.29 -0.04
H -5.84 -1.10 0.03
H -6.41 0.57 0.32
H -5.37 -0.26 1.44
```

3 unconnected molecules or ions with the total composition C4H5NO, computed with the ωB97M-V functional and the def2-TZVPD basis.

## Properties
* HOMO energy: -10.7 eV
* spin multiplicity: 1
* total charge: 0
* frontier orbital gap: 0.40528 Eh
* LUMO: 0.336 eV

Geometry as XYZ:
```
11
C4H5NO, DFT the ωB97M-V functional and the def2-TZVPD basis
C -1.47 0.21 1.96
C -0.47 0.08 1.08
C 2.67 -0.27 -1.15
O 2.26 -0.97 -0.36
C -0.47 0.78 -0.18
N -0.43 1.32 -1.20
H -2.33 0.84 1.76
H 0.38 -0.99 -3.48
H -1.44 -0.33 2.90
H 0.39 -0.55 1.27
H 0.46 -0.36 -3.09
```

A molecular structure, C45H115BeN8O14, computed with the ωB97M-V functional and the def2-TZVPD basis.

## Properties
* HOMO energy: -9.5 eV
* spin multiplicity: 1
* total charge: +1
* frontier orbital gap: 0.04089 Eh
* LUMO: -8.366 eV

Geometry as XYZ:
```
183
C45H115BeN8O14, DFT the ωB97M-V functional and the def2-TZVPD basis
Be 2.56 3.43 6.40
C 3.91 -0.56 -0.67
C 3.75 0.78 0.08
C 2.97 1.86 -0.75
O 3.32 0.68 1.42
H 4.60 -1.24 -0.18
H 4.25 -0.36 -1.68
H 2.95 -1.06 -0.79
H 4.76 1.18 0.09
H 3.00 2.85 -0.28
H 1.96 1.56 -1.02
H 3.39 2.01 -1.75
C -0.16 -7.37 -4.61
O -0.79 -8.60 -4.98
C -1.87 -8.37 -5.85
C -3.15 -7.78 -5.17
N -3.52 -8.66 -4.06
C -4.50 -8.01 -3.14
C -5.88 -7.76 -3.73
O -5.81 -6.68 -4.70
C -7.06 -6.17 -5.22
H 0.26 -6.72 -5.38
H 0.75 -7.66 -4.09
H -0.70 -6.73 -3.92
H -2.08 -9.35 -6.28
H -1.59 -7.69 -6.65
H -3.96 -7.79 -5.89
H -3.00 -6.77 -4.79
H -2.65 -8.99 -3.67
H -4.05 -7.06 -2.84
H -4.47 -8.57 -2.20
H -6.56 -7.50 -2.93
H -6.24 -8.71 -4.12
H -7.91 -6.28 -4.54
H -7.24 -6.71 -6.15
H -7.01 -5.13 -5.54
C 4.24 1.51 9.65
O 2.91 1.33 9.02
C 2.34 0.04 9.26
C 0.85 0.31 9.45
N 0.30 0.83 8.17
C -0.97 1.58 8.39
C -1.58 2.17 7.08
O -0.71 3.11 6.43
C -1.12 3.57 5.16
H 4.24 1.56 10.73
H 4.67 2.47 9.33
H 4.79 0.61 9.39
H 2.68 -0.37 10.21
H 2.58 -0.59 8.40
H 0.70 0.99 10.29
H 0.33 -0.61 9.70
H 0.10 0.04 7.57
H -0.69 2.44 9.00
H -1.66 0.96 8.98
H -2.51 2.65 7.36
H -1.77 1.34 6.40
H -1.69 2.87 4.56
H -0.20 3.72 4.60
H -1.66 4.52 5.13
C -6.22 -2.85 9.09
O -6.64 -2.42 7.82
C -8.08 -2.47 7.67
C -8.50 -1.80 6.34
N -7.87 -2.47 5.16
C -8.21 -1.63 3.98
C -7.45 -2.09 2.75
O -6.08 -1.64 2.91
C -5.19 -1.91 1.82
H -6.76 -2.38 9.92
H -5.23 -2.40 9.15
H -6.02 -3.91 9.23
H -8.64 -1.93 8.43
H -8.38 -3.52 7.72
H -8.17 -0.77 6.43
H -9.58 -1.85 6.20
H -6.88 -2.53 5.34
H -7.80 -0.64 4.18
H -9.26 -1.56 3.68
H -7.95 -1.63 1.90
H -7.52 -3.17 2.59
H -4.62 -0.99 1.67
H -5.65 -1.97 0.83
H -4.47 -2.68 2.08
C -1.78 10.38 1.98
O -1.48 9.68 0.80
C -1.35 10.49 -0.35
C -1.37 9.67 -1.62
N -2.67 8.93 -1.84
C -2.48 7.88 -2.81
C -3.78 7.04 -3.02
O -4.15 6.41 -1.79
C -5.42 5.84 -1.88
H -2.05 9.66 2.76
H -2.60 11.06 1.77
H -0.98 11.03 2.32
H -0.40 11.03 -0.33
H -2.11 11.27 -0.42
H -0.54 8.99 -1.42
H -1.01 10.31 -2.43
H -3.07 8.53 -1.00
H -1.61 7.24 -2.66
H -2.45 8.21 -3.84
H -3.57 6.27 -3.76
H -4.57 7.65 -3.44
H -5.46 5.10 -2.68
H -6.24 6.54 -2.08
H -5.74 5.45 -0.92
C 10.61 -1.28 -10.33
O 10.43 -0.88 -9.04
C 9.40 -1.67 -8.35
C 9.26 -1.15 -6.97
N 10.46 -1.04 -6.23
C 10.34 -0.20 -5.03
C 10.07 1.32 -5.15
O 11.20 2.10 -5.57
C 11.56 2.00 -6.93
H 9.70 -1.26 -10.93
H 11.01 -2.30 -10.29
H 11.31 -0.58 -10.78
H 9.62 -2.74 -8.35
H 8.45 -1.60 -8.87
H 8.53 -1.74 -6.41
H 8.87 -0.14 -7.06
H 11.18 -0.61 -6.80
H 11.30 -0.38 -4.54
H 9.53 -0.57 -4.41
H 9.84 1.75 -4.17
H 9.22 1.61 -5.77
H 11.85 1.02 -7.30
H 12.30 2.76 -7.17
H 10.64 2.21 -7.48
C 6.30 8.99 3.54
C 6.13 7.52 3.86
C 7.11 7.03 4.94
O 6.76 5.61 5.18
C 7.87 4.79 4.77
N 4.66 7.24 4.08
H 5.99 9.64 4.37
H 5.71 9.24 2.66
H 7.29 9.35 3.26
H 6.42 6.90 3.02
H 6.96 7.54 5.89
H 8.14 7.21 4.64
H 8.08 5.02 3.72
H 7.66 3.73 4.89
H 8.77 4.87 5.38
H 4.07 7.78 3.47
H 4.43 7.74 4.93
C -3.61 -2.99 -10.51
C -4.31 -1.82 -9.80
C -3.24 -0.93 -9.09
O -2.60 -1.52 -7.95
C -1.41 -0.78 -7.69
N -4.92 -1.09 -10.89
H -2.82 -2.63 -11.16
H -4.23 -3.76 -10.97
H -3.12 -3.62 -9.76
H -5.10 -2.23 -9.17
H -3.84 -0.09 -8.73
H -2.57 -0.49 -9.83
H -1.54 0.29 -7.51
H -0.72 -0.93 -8.52
H -0.98 -1.16 -6.76
H -4.18 -1.09 -11.58
H -5.04 -0.11 -10.69
C -0.11 -6.61 5.05
C -1.26 -6.00 4.32
C -2.64 -6.42 4.77
O -2.83 -7.88 4.69
C -4.19 -8.29 4.75
N -1.24 -4.53 4.31
H -0.27 -7.69 5.10
H -0.08 -6.41 6.12
H 0.87 -6.48 4.58
H -1.22 -6.34 3.29
H -3.47 -5.93 4.27
H -2.81 -6.07 5.78
H -4.72 -8.01 3.85
H -4.71 -8.04 5.68
H -4.22 -9.38 4.81
H -0.33 -4.23 4.01
H -1.95 -4.14 3.70
```

A molecular structure, C41H42P2SSn, computed with the ωB97M-V functional and the def2-TZVPD basis.

## Properties
* HOMO energy: -6.6 eV
* spin multiplicity: 1
* total charge: 0
* frontier orbital gap: 0.23775 Eh
* LUMO: -0.146 eV

Geometry as XYZ:
```
87
C41H42P2SSn, DFT the ωB97M-V functional and the def2-TZVPD basis
Sn 1.35 -0.73 -0.24
C -2.89 0.58 5.50
C -3.03 0.49 4.15
C -3.37 1.55 3.13
C -2.19 2.48 2.71
C -1.44 3.16 3.81
C -1.92 3.47 5.02
C -3.25 3.11 5.60
C -3.11 1.78 6.38
C 3.03 -0.66 1.20
H -2.61 -0.31 6.07
H -2.96 -0.51 3.69
H -4.22 2.18 3.40
H -3.68 1.01 2.23
H -1.46 1.87 2.16
H -2.61 3.22 2.01
H -0.41 3.41 3.59
H -1.27 3.98 5.75
H -4.03 3.03 4.85
H -3.52 3.87 6.35
H -2.27 1.86 7.09
H -4.01 1.63 7.01
H 3.08 -1.66 1.65
H 2.82 0.08 2.00
H 3.92 -0.40 0.62
P 0.01 -2.12 -2.13
P 2.30 0.45 -2.81
C -0.39 -0.47 -2.84
C 0.54 0.41 -3.27
C -0.34 -3.17 -3.60
C -1.35 -2.77 -4.48
C -1.64 -3.50 -5.63
C -0.90 -4.65 -5.93
C 0.12 -5.06 -5.05
C 0.40 -4.33 -3.89
C -1.56 -2.20 -1.15
C -1.92 -1.11 -0.35
C -2.75 -1.29 0.77
C -3.33 -2.54 0.99
C -3.15 -3.57 0.04
C -2.23 -3.42 -0.99
C 2.89 0.91 -4.55
C 2.52 0.07 -5.62
C 2.84 0.40 -6.95
C 3.53 1.58 -7.24
C 3.92 2.41 -6.19
C 3.62 2.08 -4.86
C 2.39 2.14 -2.03
C 3.53 2.42 -1.26
C 3.66 3.65 -0.62
C 2.65 4.61 -0.74
C 1.49 4.32 -1.47
C 1.35 3.07 -2.09
H -1.46 -0.21 -2.89
H 0.27 1.20 -4.01
H -1.92 -1.86 -4.27
H -2.44 -3.18 -6.29
H -1.10 -5.21 -6.84
H 0.69 -5.96 -5.27
H 1.18 -4.66 -3.20
H -1.47 -0.13 -0.55
H -2.91 -0.45 1.46
H -3.91 -2.72 1.90
H -3.73 -4.50 0.12
H -2.00 -4.22 -1.70
H 1.96 -0.84 -5.42
H 2.55 -0.27 -7.76
H 3.76 1.85 -8.28
H 4.47 3.34 -6.41
H 3.95 2.75 -4.06
H 4.32 1.67 -1.16
H 4.55 3.86 -0.02
H 2.75 5.58 -0.25
H 0.69 5.06 -1.56
H 0.43 2.84 -2.62
S 0.19 -2.19 1.86
C 0.58 -1.90 3.49
C 0.84 -3.02 4.32
C 1.27 -2.83 5.62
C 1.35 -1.52 6.14
C 0.96 -0.42 5.38
C 0.66 -0.60 4.03
H 0.68 -4.01 3.87
H 1.55 -3.69 6.23
H 1.74 -1.38 7.17
H 0.90 0.57 5.80
H 0.49 0.25 3.39
```

C4H10S in the gas phase, computed with the ωB97M-V functional and the def2-TZVPD basis.

## Properties
* HOMO energy: -8.3 eV
* spin multiplicity: 1
* SMILES: CCCSC
* total charge: 0
* frontier orbital gap: 0.34211 Eh
* LUMO: 1.052 eV

Geometry as XYZ:
```
15
C4H10S, DFT the ωB97M-V functional and the def2-TZVPD basis
C -0.53 2.76 -0.62
C -0.88 1.27 -0.29
C 0.31 0.49 0.47
S 0.40 -1.23 0.73
C 0.32 -2.24 -0.72
H 0.33 2.75 -1.11
H -1.22 3.27 -1.32
H -0.54 3.62 0.00
H -1.32 0.83 -1.16
H -1.56 1.27 0.64
H 0.37 0.94 1.41
H 1.32 0.71 -0.04
H 1.25 -2.38 -1.22
H -0.10 -3.15 -0.34
H -0.32 -1.96 -1.54
```

C2H2F2OS in the gas phase, computed with the ωB97M-V functional and the def2-TZVPD basis.

## Properties
* HOMO energy: -10.4 eV
* spin multiplicity: 1
* SMILES: O=C(S)C(F)F
* total charge: 0
* frontier orbital gap: 0.38745 Eh
* LUMO: 0.128 eV

Geometry as XYZ:
```
8
C2H2F2OS, DFT the ωB97M-V functional and the def2-TZVPD basis
O 0.52 1.68 -0.05
C 0.40 0.43 0.03
S 1.72 -0.65 -0.24
C -1.04 -0.23 0.31
F -1.89 0.27 -0.65
F -0.75 -1.58 -0.15
H 2.53 0.41 -0.77
H -1.48 -0.34 1.51
```

C19H24N4O6S in the gas phase, computed with the ωB97M-V functional and the def2-TZVPD basis.

## Properties
* HOMO energy: -9.5 eV
* spin multiplicity: 1
* SMILES: O=C(COC(=O)CCC/N=C1\NS(=O)(=O)c2ccccc21)NC(=O)NC1CCCC1
* total charge: 0
* frontier orbital gap: 0.35580 Eh
* LUMO: 0.178 eV

Geometry as XYZ:
```
54
C19H24N4O6S, DFT the ωB97M-V functional and the def2-TZVPD basis
O -1.02 -2.51 2.47
C -0.11 -2.48 1.68
C 1.32 -2.85 2.10
O 2.34 -2.14 1.43
C 2.86 -2.69 0.31
O 2.45 -3.71 -0.17
C 4.00 -1.87 -0.22
C 3.90 -1.67 -1.73
C 2.71 -0.77 -2.10
N 2.83 0.46 -1.37
C 1.83 1.11 -0.95
N 0.48 0.90 -1.15
S -0.46 1.64 0.03
O -1.58 2.30 -0.55
O -0.74 0.69 1.08
C 0.85 2.73 0.51
C 0.83 3.82 1.36
C 2.03 4.48 1.59
C 3.21 4.05 1.00
C 3.22 2.95 0.15
C 2.02 2.29 -0.09
N -0.23 -2.19 0.36
C -1.34 -1.64 -0.34
O -1.12 -1.28 -1.49
N -2.48 -1.65 0.33
C -3.74 -1.02 -0.02
C -3.82 -0.36 -1.39
C -5.01 0.58 -1.23
C -4.73 1.22 0.13
C -4.08 0.11 0.97
H 1.44 -3.93 1.93
H 1.43 -2.63 3.17
H 4.01 -0.90 0.29
H 4.92 -2.40 0.01
H 4.82 -1.19 -2.08
H 3.79 -2.63 -2.23
H 2.76 -0.54 -3.17
H 1.77 -1.30 -1.92
H 0.11 0.06 -1.58
H -0.09 4.14 1.81
H 2.05 5.34 2.24
H 4.13 4.57 1.20
H 4.12 2.60 -0.32
H 0.59 -2.27 -0.22
H -2.39 -1.93 1.31
H -4.50 -1.81 0.05
H -2.92 0.23 -1.57
H -3.93 -1.08 -2.20
H -5.94 0.00 -1.20
H -5.07 1.31 -2.03
H -5.63 1.62 0.59
H -4.02 2.04 -0.01
H -3.16 0.47 1.44
H -4.74 -0.24 1.76
```

C23H35N3O4 in the gas phase, computed with the ωB97M-V functional and the def2-TZVPD basis.

## Properties
* HOMO energy: -8.0 eV
* spin multiplicity: 1
* SMILES: COc1cccc(CN2CCNC(=O)[C@H]2CC(=O)NCCCC2CCCC2)c1OC
* total charge: 0
* frontier orbital gap: 0.31738 Eh
* LUMO: 0.681 eV

Geometry as XYZ:
```
65
C23H35N3O4, DFT the ωB97M-V functional and the def2-TZVPD basis
C 2.65 4.31 1.05
O 2.35 3.48 -0.05
C 3.07 2.32 -0.18
C 4.34 2.17 0.36
C 5.09 1.02 0.14
C 4.55 0.00 -0.62
C 3.27 0.10 -1.13
C 2.65 -1.07 -1.86
N 2.17 -2.15 -1.02
C 3.11 -3.11 -0.51
C 2.37 -4.44 -0.39
N 1.10 -4.24 0.28
C 0.43 -3.09 0.39
O -0.68 -3.06 0.91
C 1.15 -1.83 -0.05
C 1.66 -1.13 1.26
C 0.74 -0.02 1.74
O 1.14 1.11 1.95
N -0.54 -0.40 1.92
C -1.59 0.50 2.30
C -2.63 0.67 1.19
C -3.44 -0.60 0.96
C -4.47 -0.53 -0.18
C -3.84 -0.14 -1.54
C -4.33 1.28 -1.82
C -5.74 1.28 -1.24
C -5.59 0.51 0.07
C 2.51 1.26 -0.92
O 1.27 1.25 -1.49
C 0.28 2.18 -1.10
H 1.82 5.02 1.10
H 2.68 3.73 1.98
H 3.58 4.86 0.91
H 4.77 2.96 0.95
H 6.08 0.94 0.55
H 5.13 -0.90 -0.80
H 3.38 -1.50 -2.55
H 1.80 -0.71 -2.45
H 3.54 -2.83 0.46
H 3.93 -3.23 -1.22
H 2.18 -4.84 -1.40
H 2.96 -5.17 0.17
H 0.60 -5.07 0.57
H 0.43 -1.17 -0.54
H 2.64 -0.70 1.09
H 1.74 -1.87 2.07
H -0.80 -1.36 1.68
H -2.08 0.12 3.21
H -1.12 1.46 2.53
H -3.29 1.50 1.47
H -2.11 0.95 0.27
H -3.97 -0.85 1.89
H -2.76 -1.43 0.75
H -4.91 -1.52 -0.26
H -4.22 -0.80 -2.32
H -2.76 -0.22 -1.53
H -3.71 2.01 -1.28
H -4.30 1.53 -2.88
H -6.41 0.74 -1.92
H -6.14 2.28 -1.09
H -6.52 0.02 0.37
H -5.30 1.19 0.87
H -0.64 1.82 -1.56
H 0.18 2.22 -0.02
H 0.50 3.19 -1.47
```

no.,E_tot (eV),M (g mol⁻¹)
1,-13593.0257,158.25
2,-7764.2893,83.09
3,-89489.5724,1001.47
4,-78438.4955,747.51
5,-15143.6779,90.19
6,-20422.5516,112.10
7,-49174.8598,436.49
8,-37079.9117,417.55